Molecular formula: C4H8O
Method: DFT, the ωB97M-V functional and the def2-TZVPD basis

Each line ends with the Löwdin charge.
Positions of all 13 atoms, in Å:
C1 -1.903 -0.643 0.147  -0.016
C2 -1.217 0.335 -0.400  -0.166
C3 -0.008 0.840 0.361  -0.257
O1 1.255 0.517 -0.192  -0.215
C4 1.591 -0.832 -0.021  -0.140
H1 -2.690 -1.044 -0.464  0.047
H2 -1.837 -0.899 1.257  0.097
H3 -1.491 0.628 -1.409  0.104
H4 -0.027 1.991 0.468  0.146
H5 -0.066 0.437 1.339  0.088
H6 0.712 -1.485 -0.376  0.101
H7 2.415 -0.927 -0.793  0.092
H8 2.161 -1.038 0.996  0.119

Calculated values
**Total energy**: -232.3689 Eh
**Relative energy (zero: lowest compared OMol25 entry of this formula, charge and spin)**: 201.4 kJ/mol
**Charge**: 0
**SMILES**: C=CCOC
**HOMO-LUMO gap**: 11.0 eV